DFT (ωB97M-V/def2-TZVPD) results for 3 unconnected molecules or ions with the total composition C15H24BClN2O2.

Geometry as XYZ:
```
45
C15H24BClN2O2 ωB97M-V/def2-TZVPD
C 6.654 0.401 1.398
C 5.725 1.187 0.522
O 6.063 1.804 -0.454
O 4.433 1.222 0.986
C 3.617 0.171 0.435
C 2.315 0.085 1.236
C 2.034 -1.330 1.732
C 0.665 -1.488 2.378
C 0.466 -2.908 2.989
B -0.815 -3.549 2.406
Cl -0.672 -4.814 1.179
H 6.949 1.049 2.226
H 7.544 0.104 0.849
H 6.161 -0.470 1.829
H 3.437 0.386 -0.619
H 4.161 -0.777 0.510
H 1.475 0.458 0.649
H 2.439 0.752 2.093
H 2.796 -1.604 2.471
H 2.130 -2.039 0.902
H -0.115 -1.270 1.639
H 0.543 -0.733 3.158
H 1.330 -3.534 2.748
H 0.423 -2.843 4.080
H -1.928 -3.181 2.610
C -2.783 0.307 -0.386
C -2.540 -0.260 -1.668
C -2.333 -1.602 -1.489
N -2.444 -1.866 -0.152
C -2.718 -0.712 0.528
H -2.972 1.344 -0.162
H -2.512 0.264 -2.609
H -2.117 -2.385 -2.194
H -2.335 -2.771 0.270
H -2.842 -0.713 1.598
C -3.899 3.342 -4.497
C -3.991 4.298 -3.449
C -4.400 3.632 -2.324
N -4.555 2.314 -2.651
C -4.255 2.128 -3.972
H -3.606 3.525 -5.516
H -3.781 5.352 -3.515
H -4.590 3.983 -1.325
H -4.841 1.589 -2.018
H -4.318 1.152 -4.423
```

Summary:
**SMILES**: CC(=O)OCCCCCBCl.c1cc[nH]c1.c1cc[nH]c1
**HOMO-LUMO gap**: 8.385 eV
**HOMO**: -8.21 eV
**Net charge**: 0
**Max |F|**: 0.81 eV/A
**Total energy**: -1331.0044 Eh

=====

DFT (ωB97M-V/def2-TZVPD) results for 2 unconnected molecules or ions with the total composition F3NS at a distorted geometry.

Geometry as XYZ:
```
5
F3NS ωB97M-V/def2-TZVPD
N 0.738 -0.596 0.638
F 2.009 0.356 -0.374
F -1.684 -0.925 -0.234
F -1.116 1.346 -0.033
S -0.275 -0.037 -0.451
```

Summary:
**HOMO-LUMO gap**: 8.890 eV
**HOMO**: -12.19 eV
**Net charge**: 0
**Energy relative to the best compared isomer or geometry (same formula, charge and spin)**: 119.7 kJ/mol
**Max |F|**: 3.92 eV/A
**Total energy**: -752.3466 Eh

=====

DFT (ωB97M-V/def2-TZVPD) results for a single C20H20N4O4 molecule.

Geometry as XYZ:
```
48
C20H20N4O4 ωB97M-V/def2-TZVPD
C -0.993 -2.379 -0.431
C -0.812 -1.059 -1.078
C -0.870 0.179 -0.513
N -1.123 0.512 0.819
C -2.093 -0.068 1.566
O -2.896 -0.869 1.147
C -2.105 0.434 3.022
C -2.896 -0.515 3.911
O -0.775 0.643 3.517
C 0.098 -0.363 3.397
O -0.137 -1.406 2.836
C 1.405 -0.043 4.020
C 2.457 -0.949 3.891
C 3.670 -0.650 4.484
C 3.781 0.546 5.182
N 2.787 1.410 5.311
C 1.630 1.126 4.748
C -0.593 1.175 -1.528
O -0.485 2.385 -1.430
N -0.421 0.433 -2.690
C 0.157 0.908 -3.873
C 1.137 0.170 -4.534
C 1.690 0.657 -5.703
C 1.288 1.881 -6.211
C 0.331 2.623 -5.539
C -0.243 2.141 -4.378
N -0.487 -0.934 -2.412
C -1.120 -1.778 -3.404
H -0.482 -3.161 -0.986
H -0.603 -2.337 0.584
H -2.054 -2.618 -0.353
H -0.649 1.338 1.160
H -2.551 1.436 3.040
H -3.902 -0.609 3.516
H -2.431 -1.498 3.905
H -2.933 -0.135 4.929
H 2.301 -1.862 3.335
H 4.508 -1.324 4.409
H 4.708 0.829 5.663
H 0.844 1.856 4.881
H 1.475 -0.768 -4.119
H 2.448 0.081 -6.213
H 1.727 2.259 -7.122
H 0.022 3.583 -5.925
H -0.983 2.715 -3.845
H -0.790 -1.476 -4.396
H -0.823 -2.810 -3.232
H -2.211 -1.708 -3.355
```

Summary:
**SMILES**: Cc1c(NC(=O)[C@@H](C)OC(=O)c2cccnc2)c(=O)n(-c2ccccc2)n1C
**HOMO-LUMO gap**: 8.134 eV
**HOMO**: -8.03 eV
**Net charge**: 0
**Energy relative to the best compared isomer or geometry (same formula, charge and spin)**: 132.7 kJ/mol
**Max |F|**: 0.73 eV/A
**Total energy**: -1294.1445 Eh

=====

DFT (ωB97M-V/def2-TZVPD) results for a single C11H13NS molecule at a distorted geometry.

Geometry as XYZ:
```
26
C11H13NS ωB97M-V/def2-TZVPD
S -3.204 -2.222 0.315
C -2.537 -0.965 -0.370
N -2.167 -0.062 -1.052
C -1.239 0.893 -1.445
C -1.133 2.116 -0.549
C -0.965 1.625 0.949
C 0.420 1.128 1.390
C 0.888 -0.061 0.640
C 2.082 -0.059 -0.159
C 2.543 -1.243 -0.738
C 1.896 -2.457 -0.451
C 0.739 -2.453 0.270
C 0.218 -1.238 0.834
H -0.188 0.442 -1.429
H -1.340 1.250 -2.480
H -0.332 2.745 -0.871
H -2.046 2.730 -0.656
H -1.229 2.524 1.591
H -1.790 0.916 1.264
H 0.331 0.815 2.534
H 1.210 1.932 1.261
H 2.567 0.858 -0.427
H 3.440 -1.216 -1.359
H 2.285 -3.340 -0.932
H 0.235 -3.357 0.495
H -0.684 -1.300 1.373
```

Summary:
**SMILES**: S=C=NCCCCc1ccccc1
**HOMO-LUMO gap**: 9.737 eV
**HOMO**: -8.93 eV
**Net charge**: 0
**Energy relative to the best compared isomer or geometry (same formula, charge and spin)**: 0.8 kJ/mol
**Max |F|**: 3.50 eV/A
**Total energy**: -879.8685 Eh

=====

DFT (ωB97M-V/def2-TZVPD) results for 10 unconnected molecules or ions with the total composition H20O10 at a distorted geometry.

Geometry as XYZ:
```
30
H20O10 ωB97M-V/def2-TZVPD
O 0.410 -0.332 0.080
H -0.037 -0.310 0.870
H 0.558 0.608 -0.095
O 4.082 -1.598 -1.732
H 3.924 -2.569 -1.825
H 3.505 -1.147 -2.331
O 2.500 -2.870 0.646
H 1.979 -2.072 0.574
H 3.372 -2.641 0.629
O -4.467 0.390 -0.846
H -3.641 -0.140 -0.679
H -4.575 0.867 -0.006
O -4.061 -3.089 1.452
H -4.100 -2.254 0.880
H -3.141 -3.033 1.666
O -3.136 2.962 1.280
H -2.969 3.401 0.517
H -2.615 2.133 1.380
O -0.597 2.786 -1.619
H 0.213 2.622 -1.127
H -1.322 2.816 -0.917
O 1.838 4.800 -1.388
H 1.340 4.334 -2.118
H 2.474 4.150 -1.201
O 3.567 0.804 3.418
H 3.337 0.623 4.417
H 2.894 1.447 3.197
O -0.734 -4.097 -1.982
H -0.647 -3.864 -1.063
H 0.049 -4.729 -2.080
```

Summary:
**SMILES**: O.O.O.O.O.O.O.O.O.O
**HOMO-LUMO gap**: 10.371 eV
**HOMO**: -11.32 eV
**Net charge**: 0
**Energy relative to the best compared isomer or geometry (same formula, charge and spin)**: 456.8 kJ/mol
**Max |F|**: 5.24 eV/A
**Total energy**: -764.3079 Eh

=====

DFT (ωB97M-V/def2-TZVPD) results for a single C3H4OSi molecule at a distorted geometry.

Geometry as XYZ:
```
9
C3H4OSi ωB97M-V/def2-TZVPD
C 2.191 0.708 -0.393
C 1.244 0.298 0.281
C 0.181 -0.275 0.819
O -1.933 1.189 0.269
Si -1.455 -0.174 -0.279
H 2.936 0.739 -1.127
H 0.187 -0.502 1.817
H -2.385 -1.220 0.290
H -0.965 -0.764 -1.677
```

Summary:
**HOMO-LUMO gap (alpha / beta)**: 6.239 / 7.979 eV
**HOMO (alpha / beta)**: -9.17 / -10.20 eV
**Net charge**: 0
**Energy relative to the best compared isomer or geometry (same formula, charge and spin)**: 308.9 kJ/mol
**Max |F|**: 3.96 eV/A
**Total energy**: -481.2552 Eh

=====

Question: The lowest max |F| belongs to which entry?
Answer: C20H20N4O4